Below is 11 unconnected molecules or ions with the total composition C38H104O34P6, with properties calculated with ωB97M-V/def2-TZVPD.

Atoms and positions in Å:
C1 0.9348 1.3439 -1.3963
O1 1.3980 0.2704 -2.2298
C2 1.1775 -1.0070 -1.6377
C3 -0.2356 -1.4055 -1.3521
O2 -0.8945 -0.9681 -0.1399
C4 -0.2258 -1.1975 1.0284
H1 1.0793 1.0709 -0.3214
H2 -0.0965 1.5624 -1.4938
H3 1.5351 2.1821 -1.7262
H4 1.8446 -1.0210 -0.7220
H5 1.5425 -1.7790 -2.2740
H6 -0.2242 -2.5301 -1.4116
H7 -0.8804 -0.9835 -2.1049
H8 0.5228 -0.4417 1.2971
H9 0.2102 -2.1982 0.9758
H10 -0.9708 -1.1886 1.8403
C5 7.0466 -1.2917 2.2846
O3 5.6706 -1.3534 2.1308
C6 5.1146 -0.5433 1.0784
C7 3.7506 0.0002 1.5463
O4 3.9725 0.8802 2.6570
C8 2.6928 1.0603 3.2743
H11 7.4290 -0.2795 2.3066
H12 7.5729 -1.7984 1.4385
H13 7.4031 -1.7405 3.2323
H14 4.9811 -1.3071 0.2632
H15 5.9390 0.2177 0.7801
H16 3.0765 -0.8148 1.9589
H17 3.2208 0.5188 0.7146
H18 2.9656 1.5142 4.2157
H19 2.2162 0.0763 3.3134
H20 2.0836 1.7251 2.6412
C9 4.5031 2.0264 -1.9891
O5 5.7173 1.9007 -2.7838
C10 5.8732 2.9454 -3.6951
C11 4.9898 2.7808 -4.9101
O6 5.4179 1.7275 -5.7704
C12 5.2016 0.4729 -5.2503
H21 3.6420 2.5957 -2.4981
H22 4.7297 2.4430 -1.0066
H23 4.1750 0.9811 -1.7371
H24 6.8799 2.8639 -3.9393
H25 5.7825 3.9747 -3.2624
H26 4.9427 3.6835 -5.4380
H27 3.9872 2.5286 -4.5397
H28 4.2228 0.3656 -4.8102
H29 6.0153 0.1733 -4.5214
H30 5.1798 -0.3035 -6.0569
C13 -1.4996 2.0709 1.7212
O7 -0.3479 2.0619 2.5935
C14 -0.6181 1.8304 3.8909
C15 -1.0111 0.4337 4.3460
O8 -2.3485 0.1678 4.0637
C16 -2.9058 -1.0513 4.5681
H31 -1.9757 2.9901 1.8981
H32 -2.2685 1.3066 1.8580
H33 -1.1463 2.0027 0.7293
H34 -1.4674 2.4632 4.2033
H35 0.2517 2.0905 4.4996
H36 -0.8476 0.3974 5.4162
H37 -0.3429 -0.2708 3.8760
H38 -2.8863 -1.1002 5.7106
H39 -2.5005 -1.9189 4.0754
H40 -3.9413 -1.0639 4.2868
C17 2.8605 -4.6762 -2.7972
O9 1.7266 -3.9475 -3.3007
C18 0.5723 -4.7709 -3.4497
C19 -0.4658 -4.1368 -4.2893
O10 -0.1597 -4.2356 -5.6700
C20 -0.8211 -3.2988 -6.5388
H41 3.7028 -3.9964 -2.8102
H42 3.1473 -5.5825 -3.4053
H43 2.6862 -5.0598 -1.6943
H44 0.0020 -4.9923 -2.5089
H45 0.9044 -5.7446 -3.8458
H46 -0.5992 -3.0908 -3.8898
H47 -1.4553 -4.6883 -4.0949
H48 -1.9748 -3.2659 -6.4748
H49 -0.5233 -3.5198 -7.5563
H50 -0.5213 -2.2386 -6.2779
C21 -7.9429 1.0948 -0.4685
O11 -7.4261 0.5834 0.7760
P1 -5.9069 0.3334 1.1753
O12 -5.8852 -0.4228 2.4098
O13 -5.2835 -0.3176 -0.1454
C22 -4.7248 -1.5964 -0.1550
O14 -5.2121 1.7636 1.0447
C23 -5.5124 2.7185 2.0878
H51 -7.1970 1.6470 -1.0180
H52 -8.7457 1.8697 -0.2252
H53 -8.3910 0.2959 -1.0164
H54 -4.9238 -2.1192 0.7831
H55 -3.6633 -1.5773 -0.4524
H56 -5.1695 -2.1851 -0.9346
H57 -5.7201 3.7399 1.7143
H58 -4.7239 2.8085 2.8434
H59 -6.3533 2.3934 2.6086
C24 0.3540 5.2569 3.6347
O15 -0.0042 5.4639 2.2750
P2 0.9503 6.0108 1.2002
O16 0.3817 5.7891 -0.1369
O17 1.2300 7.4677 1.7759
C25 1.8386 8.4839 0.9939
O18 2.3950 5.3021 1.4446
C26 2.5264 4.0004 0.9119
H60 -0.5835 5.2376 4.1609
H61 0.9400 6.0928 4.0072
H62 0.9041 4.3563 3.8075
H63 2.1460 9.2273 1.7340
H64 1.1753 8.9302 0.2893
H65 2.7214 8.1113 0.4576
H66 3.4749 3.6846 1.2545
H67 2.4876 4.0451 -0.1610
H68 1.7938 3.2889 1.3798
C27 2.3579 -4.8107 2.4850
O19 1.0002 -4.5783 2.2719
P3 0.0696 -5.6802 1.5529
O20 0.5639 -6.5065 0.4771
O21 -0.3386 -6.4889 2.8238
C28 -0.5016 -7.9492 2.7022
O22 -1.1021 -4.7637 1.0132
C29 -1.7997 -3.9385 1.8709
H69 2.8599 -5.2381 1.6005
H70 2.4823 -5.5293 3.2889
H71 2.8317 -3.8851 2.7994
H72 -0.8974 -8.2613 1.7217
H73 -1.2229 -8.2494 3.5467
H74 0.4412 -8.3861 2.9391
H75 -2.3512 -3.3245 1.1968
H76 -1.1236 -3.3332 2.4725
H77 -2.5558 -4.4746 2.4792
C30 -2.0964 4.3953 -3.2908
O23 -0.9393 3.5631 -3.4953
P4 0.3263 4.0225 -4.2857
O24 0.0948 4.6222 -5.6232
O25 1.3884 4.7329 -3.3011
C31 1.3965 6.1528 -3.1604
O26 1.1828 2.6884 -4.4092
C32 1.0286 1.8873 -5.6477
H78 -2.4065 5.0740 -4.1186
H79 -1.8644 5.1438 -2.4466
H80 -2.9134 3.7614 -2.9744
H81 1.1501 6.5720 -4.1356
H82 2.4214 6.3678 -2.8495
H83 0.7170 6.4575 -2.4501
H84 -0.0246 1.6649 -5.6662
H85 1.6608 1.0125 -5.4752
H86 1.3489 2.5630 -6.4658
C33 -2.4190 -4.7381 5.0880
O27 -1.1127 -4.2269 4.9969
P5 -0.1475 -3.8832 6.1585
O28 0.5362 -4.9583 6.9454
O29 0.7517 -2.8090 5.4134
C34 1.7582 -2.0913 6.2105
O30 -1.1372 -3.0132 7.0771
C35 -1.4040 -3.2780 8.4755
H87 -3.1405 -4.0079 4.7208
H88 -2.5638 -4.9133 6.1626
H89 -2.4712 -5.6476 4.4745
H90 2.6198 -1.9453 5.5746
H91 1.9897 -2.5843 7.1361
H92 1.3559 -1.0965 6.5340
H93 -0.8899 -2.5894 9.1786
H94 -1.0950 -4.2295 8.7130
H95 -2.4950 -3.1181 8.5905
C36 -2.9847 1.2819 -1.5172
O31 -3.8052 1.1203 -2.7071
P6 -3.2337 0.3053 -3.9634
O32 -2.3546 -0.8299 -3.5097
O33 -4.5533 -0.0494 -4.6942
C37 -5.5934 -0.8781 -4.1148
O34 -2.6507 1.3117 -4.9929
C38 -2.6466 1.1212 -6.4328
H96 -2.3309 2.1093 -1.6733
H97 -2.4282 0.3702 -1.3042
H98 -3.7752 1.4245 -0.7713
H99 -5.7851 -0.6494 -3.0870
H100 -5.1713 -1.8735 -4.2690
H101 -6.4898 -0.7800 -4.7202
H102 -2.5977 0.0589 -6.6389
H103 -1.7019 1.4969 -6.7789
H104 -3.5064 1.6290 -6.8704

Cartesian forces, eV/Å:
C 1.5703 -1.1432 0.2927
O -0.8029 -0.1528 0.2504
C 1.1441 1.1402 1.6200
C -0.5567 -0.5881 0.5875
O -0.2566 0.6223 -1.6643
C 0.1038 -0.6120 1.3645
H 0.2601 0.4152 -0.5466
H -1.1857 0.1300 -0.4740
H -0.0925 0.4237 0.3543
H -0.7395 -0.3178 -0.4674
H 0.5108 -0.2503 -0.9093
H -0.3730 0.7734 0.2872
H -0.0726 -0.3198 -0.5729
H 0.1717 -0.0346 -0.2256
H 0.4296 -0.0493 0.4050
H 0.1988 0.0274 -0.1838
C 1.3050 -0.4943 -0.4908
O -0.8609 0.2930 0.6976
C 1.1389 -0.9905 -0.2171
C 0.8178 -0.0471 0.4434
O -0.7940 -0.5728 -0.8961
C 1.1777 0.5307 -0.8613
H -0.0613 0.6178 -0.0590
H -0.2270 0.1303 0.4817
H -0.6828 -0.0816 -0.4639
H -0.1431 1.2037 0.0677
H -1.8374 -0.7628 0.3113
H 0.9148 0.3520 -0.9752
H 0.2488 -0.2415 0.3565
H -0.6466 0.0114 0.5039
H -0.3030 0.1892 0.6600
H -0.0805 -0.2170 0.4635
C -0.4146 -1.0669 -0.3450
O -1.7804 0.2000 1.5401
C -0.7302 0.8595 0.2146
C -0.1298 -1.7337 1.0982
O 0.0370 1.4535 -0.5433
C 1.0110 -2.3469 0.1048
H 1.4005 -0.8548 0.6444
H 0.1344 0.5917 -0.1070
H 0.0215 0.8760 -0.6329
H 1.9535 0.0235 -1.0062
H -0.3893 -0.6625 0.0429
H 0.0065 1.1975 -1.1441
H -0.1298 0.2100 -0.2000
H -0.4410 0.1875 0.6981
H -1.0451 0.2324 -0.5879
H 0.3645 0.8359 0.2452
C 0.3384 -0.5316 1.0169
O 0.2282 -0.7459 -2.5657
C -1.3636 0.0129 2.4125
C 0.2754 0.0561 -0.1507
O -1.0674 -0.3790 -0.2239
C 0.0083 0.9246 1.1425
H -0.8062 1.5493 -0.0644
H 0.5242 -0.4134 0.4566
H 0.5136 0.0596 -1.0886
H 0.1358 0.2282 0.2583
H 0.1345 0.1983 -0.1742
H 0.1318 -0.0947 0.5675
H 0.3362 -0.6674 -0.2222
H 0.4446 -0.1057 -1.4324
H 0.8099 -0.4527 0.1470
H -0.6247 0.3803 -0.1887
C -0.6905 -1.0001 1.3734
O 0.2886 -0.8405 0.3763
C 0.2398 -1.0630 0.7111
C -1.7576 0.4173 -0.2031
O -0.4819 0.8368 -0.5368
C -0.8208 1.0657 1.3419
H 0.0695 0.1810 0.0806
H -0.5946 0.8611 0.3097
H 0.2005 0.7718 -1.9958
H 1.0267 0.2564 -0.0449
H -0.2785 0.1685 -0.0840
H 0.0249 -0.6010 -0.8162
H 1.1448 0.7280 -0.1958
H 1.5693 -0.5853 0.0879
H 0.0548 -0.1288 -0.0456
H -0.0635 -1.0066 -0.2557
C -0.6797 1.7199 1.4188
O -0.3138 0.1994 -0.0878
P -0.8490 0.2662 -2.1905
O 0.6535 -0.1644 0.7313
O -0.4359 1.1161 0.5967
C 0.8448 -1.3068 -0.1430
O 0.1876 0.3470 0.6754
C 0.9471 0.9319 -0.1784
H 0.4430 -0.1739 -0.3641
H 0.9186 -1.1763 -0.1271
H -0.0858 -0.5126 -0.4693
H 0.4029 0.1040 0.0347
H -0.1537 0.2963 0.6560
H -0.6500 -0.1997 -0.4819
H 0.2315 -0.7785 -0.4001
H 0.2554 -0.3261 -0.4921
H -1.6571 -0.4671 0.9169
C -0.1941 0.9832 0.2323
O -0.7653 -0.9595 0.8275
P 1.3122 -0.2457 -0.6868
O 0.4285 0.6548 0.2516
O -0.3944 -0.5923 -0.5633
C 1.2426 0.0997 0.6336
O -1.4608 1.5105 0.1306
C -0.7402 -0.8533 0.7162
H -0.2736 -0.1672 0.3771
H 0.0744 0.1539 0.0129
H 0.2600 -0.7033 -0.2666
H 0.0837 0.0392 -0.3549
H -0.7497 0.1628 -0.4570
H -0.1474 0.0277 0.1956
H 1.1775 -0.5288 0.0714
H -0.2274 -0.3102 -0.4835
H 0.2400 0.6932 -0.7810
C 1.1790 -0.7666 0.1420
O -1.3495 0.0700 -1.2421
P 0.6858 1.5706 0.3061
O 0.9079 -0.5664 -0.9058
O -1.0130 -1.4597 0.4311
C -1.8416 0.4702 1.4305
O 0.9251 -1.6862 -0.1891
C -1.2737 0.7387 0.8715
H -0.2167 0.3859 0.1597
H 0.0691 -0.1749 0.2912
H -0.0366 0.1221 -0.1851
H 0.3295 0.2865 0.4691
H 0.9526 0.5142 -1.3953
H 0.6794 -0.3988 -0.1790
H -0.5265 0.9477 -0.2010
H -0.2105 -0.1041 0.2249
H 0.6515 0.0579 -0.1612
C 0.4380 2.2375 1.3398
O -1.0407 0.3289 0.2680
P 2.6376 -0.6364 -1.6034
O -0.3667 0.4309 1.2746
O -1.3619 -0.5101 -0.2836
C 1.5565 -0.7131 -1.7530
O -0.2378 -0.4904 -0.2402
C 0.4672 1.5389 1.3088
H 0.5182 -1.0670 -0.0303
H -0.2743 -1.2779 -0.9093
H -0.0593 -0.1537 -0.1597
H 0.2654 0.3811 0.0188
H -0.2343 0.3966 -0.1178
H -1.4455 0.6702 1.7512
H -0.2045 -0.5327 -0.5323
H -0.2381 0.1753 -0.3138
H -0.2304 -0.8498 0.1972
C 0.0106 -0.4461 0.9298
O 0.8366 0.0903 -1.7322
P 0.3727 -0.4383 2.0189
O -0.8310 1.3877 -1.3109
O 0.6275 0.1647 0.7531
C -1.2702 0.9404 -0.1985
O 0.3155 0.3258 0.7290
C -0.9417 2.4429 -0.5271
H 0.0920 0.0583 0.0717
H -0.7363 -0.4035 -0.4311
H -0.0352 0.1657 0.4277
H 0.1657 -0.1119 0.0011
H 0.3043 -0.7226 0.1636
H 0.1010 -0.7276 -0.6502
H -0.0996 -0.0701 -0.8022
H 0.4481 -2.3286 0.5297
H 0.6409 -0.3255 0.0827
C -1.4997 -0.8336 -0.0423
O 0.8573 -0.0412 -1.0166
P 0.8956 -1.5839 2.1690
O -1.2617 1.5371 -1.1079
O -1.8216 -0.1026 -0.4910
C 1.2886 -0.6896 -1.2947
O 0.5785 0.8566 -0.4067
C 0.1887 -0.4482 0.8707
H 0.4640 0.6678 0.1996
H 0.0123 0.0820 -0.0090
H 0.8702 0.3227 0.1728
H 0.0342 0.2201 0.6012
H -0.5990 -0.2820 0.5516
H 0.0602 0.2399 -0.0172
H -0.4971 -0.2374 -0.2029
H 0.1439 0.6361 -0.2451
H 0.1630 -0.1880 0.0245

Properties
Charge ... 0
SMILES string ... COP(=O)(OC)OC.COP(=O)(OC)OC.COP(=O)(OC)OC.COP(=O)(OC)OC.COP(=O)(OC)OC.COP(=O)(OC)OC.COCCOC.COCCOC.COCCOC.COCCOC.COCCOC
HOMO ... -8.794 eV
Energy ... -166445.745 eV
Relative energy (zero: lowest compared OMol25 entry of this formula, charge and spin) ... 57.4 kcal per mole
LUMO energy ... 0.016 Ha


Below is a molecular structure, C38H42N6O4SW, with properties calculated with ωB97M-V/def2-TZVPD.

Atoms and positions in Å:
W1 -0.1334 -0.5035 0.0777
C1 -0.1532 6.1567 -0.5877
C2 0.9191 5.3058 0.1083
C3 1.6997 4.5416 -0.9666
C4 1.9119 6.2075 0.8514
C5 0.2233 4.3891 1.0990
C6 -0.4690 4.9287 2.1890
C7 -1.1468 4.1336 3.0969
C8 -1.1518 2.7662 2.9023
S1 -1.9643 1.5146 3.8209
C9 -1.3818 0.3303 2.6602
N1 -0.6096 0.8435 1.6841
C10 -0.4730 2.1950 1.8109
C11 0.2242 3.0185 0.9279
C12 -1.6584 -1.0608 2.6519
C13 -2.3664 -1.7284 3.6633
C14 -2.4979 -3.0982 3.6064
C15 -1.9462 -3.8053 2.5426
C16 -1.2790 -3.1348 1.5270
C17 -1.1135 -1.7462 1.5200
H1 0.3114 6.8091 -1.3226
H2 -0.6905 6.7721 0.1283
H3 -0.8727 5.5156 -1.0955
H4 2.1794 5.2578 -1.6312
H5 1.0490 3.9131 -1.5730
H6 2.4805 3.9205 -0.5323
H7 2.4782 6.7964 0.1354
H8 2.6095 5.6006 1.4238
H9 1.4076 6.8892 1.5293
H10 -0.4891 5.9954 2.3404
H11 -1.6780 4.5699 3.9290
H12 0.7605 2.5590 0.1148
H13 -2.7980 -1.1583 4.4753
H14 -3.0259 -3.6245 4.3883
H15 -2.0489 -4.8808 2.5010
H16 -0.8880 -3.7188 0.7011
C18 1.3810 -2.2720 3.4260
C19 2.1679 -1.5085 2.4294
N2 1.7103 -0.8489 1.3720
C20 2.8108 -0.2386 0.7839
C21 3.9553 -0.5809 1.4983
N3 3.5013 -1.3760 2.5288
C22 5.3913 -0.3699 1.2907
O1 5.7437 0.4171 0.2908
O2 6.1933 -0.9277 2.0161
C23 2.6128 0.6548 -0.3575
O3 3.5601 1.2865 -0.8555
O4 1.3924 0.7332 -0.7563
H17 0.9804 -3.1815 2.9805
H18 0.5389 -1.6808 3.7774
H19 2.0106 -2.5297 4.2745
H20 4.1154 -1.7865 3.2193
H21 4.9597 0.8088 -0.2122
N4 -1.4938 2.2852 -2.7911
C24 -2.3901 2.6866 -1.8441
C25 -2.2291 1.8467 -0.7855
N5 -1.2532 0.9293 -1.0711
C26 -0.8255 1.2220 -2.2967
H22 -1.3520 2.6964 -3.6993
H23 -3.0560 3.5095 -1.9926
H24 -2.7552 1.8408 0.1503
H25 -0.0440 0.6989 -2.8178
C27 -3.2391 -1.0966 -2.9605
C28 -3.3366 -2.2524 -1.9584
C29 -3.5521 -1.7047 -0.5477
C30 -2.1475 -3.1804 -2.1424
C31 -2.4260 -4.4223 -2.6865
C32 -1.4351 -5.3111 -3.0596
C33 -0.1134 -4.9293 -2.9177
C34 0.2318 -3.7249 -2.3352
C35 1.7045 -3.4227 -2.1428
C36 2.1191 -2.0606 -2.7029
C37 2.0798 -3.5296 -0.6607
C38 -0.7856 -2.8312 -1.8802
N6 -0.4357 -1.7415 -1.1910
H26 -4.1102 -0.4466 -2.8854
H27 -3.1864 -1.4789 -3.9774
H28 -2.3420 -0.5199 -2.7546
H29 -4.2273 -2.8399 -2.2141
H30 -2.6920 -1.0934 -0.2366
H31 -3.6721 -2.5173 0.1650
H32 -4.4498 -1.0882 -0.5270
H33 -3.4602 -4.7009 -2.8325
H34 -1.6891 -6.2782 -3.4675
H35 0.6694 -5.5931 -3.2567
H36 2.2727 -4.1877 -2.6847
H37 1.7088 -1.2585 -2.0850
H38 1.7678 -1.9348 -3.7256
H39 3.2032 -1.9757 -2.6998
H40 1.4463 -2.8531 -0.0758
H41 3.1255 -3.2642 -0.5079
H42 1.9237 -4.5448 -0.3025

Cartesian forces, eV/Å:
W 0.8401 -2.5804 -0.9205
C 0.1823 -0.0753 0.0943
C 0.0764 0.0883 -0.1868
C -0.1161 0.0899 0.1879
C -0.1276 -0.1082 -0.0972
C 0.0186 -0.1511 0.0045
C -0.1489 -0.0543 0.2270
C 0.0586 0.2076 -0.0702
C 0.0629 -0.6549 -0.2432
S 0.3691 -0.1045 -0.5481
C 0.2533 0.5383 0.0109
N -1.1883 -0.9243 1.0674
C -0.0723 1.4297 0.3833
C 0.0580 -0.1020 0.1113
C 0.2051 -0.3248 -0.1482
C 0.1275 -0.0461 -0.0894
C -0.2558 0.3145 0.4930
C 0.4451 0.2547 -0.6104
C -0.1365 -0.7431 0.0618
C -0.6309 1.4696 -0.0831
H 0.0368 0.1351 -0.1220
H -0.1087 0.1036 0.0645
H -0.0722 -0.0491 -0.0579
H 0.0377 0.0677 -0.0626
H -0.0400 -0.1171 -0.0334
H 0.0485 -0.1270 -0.0145
H 0.0914 0.1474 -0.0793
H 0.1070 -0.0244 0.0779
H -0.0429 0.1009 0.1343
H 0.0250 0.1840 0.0001
H -0.0231 0.0949 0.0706
H -0.0534 0.0378 -0.0998
H -0.0252 -0.0415 0.1729
H -0.0712 -0.0135 0.0552
H -0.0129 -0.0770 -0.0245
H 0.0012 -0.0227 -0.0693
C -0.0184 -0.0769 0.0036
C -0.3910 -0.0708 0.1558
N 0.5414 0.3895 -0.5614
C 0.9455 -0.8510 1.4077
C -1.6097 0.0671 -0.5263
N 0.2149 0.3815 -0.6393
C 0.9314 0.0980 0.0375
O -0.0276 -0.0758 0.1198
O -0.4729 0.2677 -0.2806
C 0.2297 0.5828 -0.8341
O -0.4707 -0.4500 0.3009
O 0.5035 0.5647 0.0778
H -0.0412 -0.0286 0.0239
H -0.0135 -0.0368 -0.0051
H 0.0418 -0.0543 0.0280
H -0.0679 0.0151 -0.0756
H -0.0214 -0.1462 0.2275
N 0.4332 -0.6270 0.0540
C -0.2998 0.0203 0.4775
C -0.3614 0.1301 -0.0449
N 0.2697 0.6652 -0.7602
C -0.0688 0.2471 0.1135
H -0.0083 -0.0881 0.0737
H -0.1284 0.1794 -0.0193
H -0.0373 -0.0243 0.0966
H 0.0221 -0.0060 -0.0267
C -0.0628 -0.2462 0.0166
C -0.0054 0.2795 0.1547
C 0.2416 0.1122 -0.0973
C 0.2414 0.2501 0.2182
C 0.0210 -0.2432 -0.1391
C 0.0590 0.0931 0.0222
C -0.1458 -0.2002 -0.0728
C -0.0652 0.4346 0.2780
C 0.0292 0.2029 0.1378
C -0.0299 0.0271 0.1688
C -0.1901 0.0357 -0.0208
C -0.7729 -2.1351 -1.3049
N 0.7799 1.9839 2.1289
H -0.0497 0.0973 0.0456
H 0.0572 0.0028 -0.1536
H -0.0283 0.0219 -0.0803
H 0.1352 0.0333 -0.0306
H -0.5754 -0.2884 -0.0558
H 0.0051 -0.0189 0.1454
H -0.1623 0.0358 -0.0124
H -0.1187 0.0117 -0.0322
H -0.0209 -0.0553 -0.0768
H 0.1320 -0.0564 0.0191
H -0.1432 0.0178 0.0065
H 0.1273 -0.1156 -0.2715
H -0.0220 0.0365 -0.1034
H 0.1719 0.0361 -0.0295
H 0.2638 -0.2771 -0.0828
H 0.1182 0.0498 0.0520
H -0.0040 -0.1213 0.0898

Properties
Charge ... 0
HOMO (spin up / spin down) ... -5.996 / -5.988 eV
Energy ... -69884.042 eV
Relative energy (zero: lowest compared OMol25 entry of this formula, charge and spin) ... 20.5 kcal per mole
LUMO energy (spin up / spin down) ... -0.008 / -0.007 Ha


Quick rundown of strongest force on any atom, same order as above: 3.2 3.0 eV/A